--- i ---
19
Properties=species:S:1:pos:R:3 method="wB97M-V/def2-TZVPD" e_homo_ev=-15.5 charge=+1 gap_ev=12.412
O 40.08200 43.47600 39.94200
H 40.71100 43.50300 39.25400
H 40.24000 44.26900 40.68600
H 40.49900 42.83300 40.49500
O 40.11500 41.57600 41.81200
H 40.82700 41.39300 42.52500
H 39.91200 40.95600 41.19500
O 42.55400 42.28900 39.10300
H 42.95700 41.42200 39.36800
H 42.86300 42.28000 38.27100
O 39.37700 45.14400 42.22400
H 39.56800 44.44400 42.82200
H 38.49500 45.11700 42.01200
O 41.21400 44.34800 37.37700
H 42.13400 44.59900 37.19800
H 40.93900 43.95300 36.54200
O 41.34900 45.76200 40.51700
H 41.54500 46.36100 39.80800
H 41.21200 46.41900 41.25900



--- ii ---
19
Properties=species:S:1:pos:R:3 method="wB97M-V/def2-TZVPD" e_homo_ev=-14.1 charge=+1 gap_ev=11.330
O -0.95992 1.93437 -0.74866
H -1.54656 2.68873 -0.61232
H -0.26958 2.14115 -1.38968
O 0.35897 -4.93716 -1.33894
H 0.63336 -5.40003 -0.53774
H 0.24085 -5.67267 -1.93366
O -0.50536 -2.33230 1.30056
H -0.63615 -2.84488 0.50944
H 0.14075 -2.87961 1.75721
O 0.81590 2.36864 2.69120
H 1.55419 2.03476 3.19477
H 0.25481 2.79215 3.32126
O 0.46149 2.39390 -3.30326
H -0.18531 3.00247 -3.67804
H 1.29786 2.41517 -3.77276
O -0.33230 0.52172 1.10815
H -0.06380 1.02356 1.90568
H -0.61099 1.13689 0.25107
H -0.64821 -0.38687 1.27573



Of them, the most stable is ii and the least stable is i.



--- i ---
19
Properties=species:S:1:pos:R:3 method="wB97M-V/def2-TZVPD" e_homo_ev=-15.1 charge=+1 gap_ev=11.897
O 1.63930 0.82219 -0.60775
H 2.52842 0.81790 -0.95697
H 1.19105 0.05560 -0.99413
O -0.22533 2.58036 0.39654
H 0.07004 3.44802 0.35552
H 0.58143 2.10232 0.08559
O -0.53927 0.70805 2.41540
H -0.75875 1.35580 1.70295
H -0.60726 1.23980 3.18273
O 0.43812 -2.07903 -0.83011
H 0.31635 -2.97168 -1.23049
H 0.00151 -1.59913 -1.58484
O -0.81990 -0.43438 -2.42129
H -1.13899 0.19273 -1.82393
H -1.32160 -0.30254 -3.27251
O -0.18761 -1.48715 1.45951
H 0.05854 -1.88064 0.50456
H -0.90319 -2.02269 1.73664
H -0.32289 -0.54552 1.88257



--- ii ---
19
Properties=species:S:1:pos:R:3 method="wB97M-V/def2-TZVPD" e_homo_ev=-14.0 charge=+1 gap_ev=10.942
O -0.95973 -0.98630 1.43184
H -1.39981 -0.13819 1.60958
H -1.61525 -1.61219 1.78147
O -3.17379 0.55061 1.74789
H -3.99845 0.06802 1.76888
H -3.47941 1.45924 1.57582
O -0.15508 2.05111 -1.66771
H 0.03582 2.94903 -1.40553
H -1.08946 2.06808 -1.90256
O 2.20467 0.39219 1.40305
H 2.55459 -0.25514 2.02440
H 2.94906 0.96899 1.21256
O 1.98655 -2.34567 -2.62485
H 2.74932 -2.78720 -2.20320
H 2.26411 -2.16572 -3.54579
O 0.32417 -0.18799 -0.49793
H 1.12522 0.05633 0.00667
H -0.28736 -0.71876 0.20716
H -0.03515 0.63354 -0.92176



Of them, the most stable is ii and the least stable is i.



--- i ---
9
Properties=species:S:1:pos:R:3 method="wB97M-V/def2-TZVPD" smiles=C[Se]C e_homo_ev=-8.2 charge=0 gap_ev=9.133
C 0.01279 1.52957 -0.02116
Se 1.38089 -0.00132 0.16249
C 0.16358 -1.52190 -0.06668
H -0.34596 1.92548 0.99171
H 0.38055 2.35984 -0.51252
H -0.72560 1.05138 -0.53890
H 0.45194 -2.54794 0.01725
H -0.70415 -1.38791 0.93069
H -0.61405 -1.40720 -0.96286



--- ii ---
9
Properties=species:S:1:pos:R:3 method="wB97M-V/def2-TZVPD" e_homo_ev="-8.8 / -7.6" charge=0 gap_ev="8.861 / 7.468"
C -0.78079 -0.54483 -0.10108
C 0.44210 0.00062 0.55585
Se 0.80122 1.80975 0.57002
H -1.66618 -0.37804 0.51484
H -0.94523 -0.07078 -1.07039
H -0.66930 -1.61785 -0.25367
H 1.83890 -0.76716 -0.93489
H 0.82534 -0.52352 1.41811
H 0.15393 2.09182 -0.69879



--- iii ---
9
Properties=species:S:1:pos:R:3 method="wB97M-V/def2-TZVPD" e_homo_ev=-8.1 charge=0 gap_ev=8.531
C -1.14503 -0.70572 -0.34693
C 0.44707 0.50856 0.71529
Se 2.17237 0.41708 -0.05609
H -0.41075 -1.44647 -0.83252
H -1.39883 -0.82531 0.67900
H -1.69728 -0.18088 -1.00293
H 0.37349 0.10487 1.76726
H -0.05895 1.56718 0.58898
H 1.71793 0.56070 -1.51208



Of them, the most stable is i and the least stable is ii.



--- i ---
8
Properties=species:S:1:pos:R:3 method="wB97M-V/def2-TZVPD" smiles="O=C=C=CC=O" e_homo_ev=-9.5 charge=0 gap_ev=8.566
O -0.69937 0.71958 2.34341
C -0.34658 -0.01574 1.51887
C 0.03304 -1.03090 0.73395
C 0.30542 -0.85634 -0.56212
C 0.09041 0.58863 -0.91760
O -0.95015 1.02045 -1.34243
H 0.61571 -1.62609 -1.27026
H 0.92448 1.23514 -0.57094



--- ii ---
8
Properties=species:S:1:pos:R:3 method="wB97M-V/def2-TZVPD" e_homo_ev=-10.1 charge=0 gap_ev=8.677
C -1.36602 -0.41781 -0.01144
C -2.60605 -0.56104 -0.30863
C 0.97126 1.08643 -0.02621
C -0.12631 -0.90654 0.05540
O 1.05595 -0.28340 -0.04739
O 0.14641 1.65980 0.53878
H 1.86802 1.32558 -0.63958
H 0.05674 -1.90302 0.43906



Of them, the most stable is i and the least stable is ii.



--- i ---
8
Properties=species:S:1:pos:R:3 method="wB97M-V/def2-TZVPD" e_homo_ev="-7.8 / -7.8" charge=0 gap_ev="6.592 / 6.593"
C -1.50739 1.73497 0.20221
C -1.99461 2.93622 0.09164
C 1.05157 -0.92923 0.08571
C -0.38170 1.00795 -0.05081
O 0.62752 -2.03194 -0.63664
O 0.31895 0.03305 0.38843
H 1.99535 -1.19456 0.79431
H -0.10969 -1.55645 -0.87486



--- ii ---
8
Properties=species:S:1:pos:R:3 method="wB97M-V/def2-TZVPD" smiles="O=CC#CC=O" e_homo_ev=-11.0 charge=0 gap_ev=9.816
O 2.23571 -1.62015 0.99498
C 1.77397 -1.05040 0.03667
C 0.50972 -0.32362 0.06815
C -0.53375 0.28467 0.02786
C -1.77540 1.04863 -0.03889
O -1.96221 1.89846 -0.87484
H 2.28180 -1.04314 -0.94232
H -2.52985 0.80553 0.72838



Of them, the most stable is ii and the least stable is i.



--- i ---
11
Properties=species:S:1:pos:R:3 method="wB97M-V/def2-TZVPD" smiles="CSC(=S)C(=S)S" e_homo_ev=-8.8 charge=0 gap_ev=7.314
C -0.80408 -1.11704 -1.74575
S -0.02973 0.43107 -1.25998
C 0.02486 0.27646 0.46361
S -0.56462 -0.97672 1.32294
C 0.68171 1.49743 1.11103
S 0.46988 2.99455 0.51885
S 1.65262 1.24578 2.53194
H -0.78472 -1.13466 -2.84178
H -1.81777 -1.16522 -1.36908
H -0.23852 -1.98485 -1.38909
H 1.41037 -0.06680 2.65731



--- ii ---
11
Properties=species:S:1:pos:R:3 method="wB97M-V/def2-TZVPD" smiles="S=C(S)C(=S)CS" e_homo_ev=-9.0 charge=0 gap_ev=6.997
S -0.47456 -1.96587 -0.76990
C -0.78268 -0.47545 -0.18927
S -2.19069 -0.24637 0.84823
C 0.13795 0.69210 -0.38477
S -0.43581 2.23788 -0.38065
C 1.58924 0.39512 -0.64403
S 2.53196 -0.28801 0.78177
H -2.15327 1.05253 1.11051
H 1.53107 -0.33350 -1.47248
H 2.14138 1.26608 -0.99753
H 1.91932 -1.45776 0.99673



Of them, the most stable is i and the least stable is ii.